Below is a 2-piece molecular cluster, C5H13NO4S overall at a distorted geometry, with properties calculated with ωB97M-V with the def2-TZVPD basis set.

Results
HOMO-LUMO gap: 9.975 eV
Net charge: 0
HOMO level: -9.4 eV
DFT total energy: -25910.84458 eV
Spin multiplicity: 1
Relative energy (zero: lowest compared OMol25 entry of this formula, charge and spin): 0.0 kcal per mole

Structure (XYZ):
```
24
C5H13NO4S ωB97M-V with the def2-TZVPD basis set
C 2.152 1.356 -1.094
C 1.962 -1.407 1.165
C 0.729 0.815 -1.213
C 0.910 -1.351 0.054
C -4.207 -0.764 -0.345
N 0.347 -0.035 -0.117
O -1.731 1.296 0.213
O -0.053 1.455 1.953
O -3.327 -1.423 0.142
O -4.181 0.526 -0.534
S -0.866 0.388 0.943
H 2.282 1.878 -0.147
H 2.881 0.551 -1.155
H 2.346 2.056 -1.904
H 1.506 -1.223 2.135
H 2.425 -2.389 1.189
H 2.737 -0.663 0.999
H 0.019 1.646 -1.207
H 0.613 0.273 -2.161
H 1.356 -1.665 -0.892
H 0.096 -2.042 0.296
H -5.157 -1.192 -0.701
H 0.461 1.007 2.627
H -3.299 0.908 -0.246
```

Need the natural (NBO) charges? In units of e they are: atom 1 (C): -0.62, atom 2 (C): -0.62, atom 3 (C): -0.22, atom 4 (C): -0.23, atom 5 (C): 0.66, atom 6 (N): -0.68, atom 7 (O): -0.98, atom 8 (O): -0.91, atom 9 (O): -0.63, atom 10 (O): -0.69, atom 11 (S): 1.71, atom 12 (H): 0.21, atom 13 (H): 0.20, atom 14 (H): 0.22, atom 15 (H): 0.19, atom 16 (H): 0.22, atom 17 (H): 0.21, atom 18 (H): 0.23, atom 19 (H): 0.19, atom 20 (H): 0.21, atom 21 (H): 0.21, atom 22 (H): 0.10, atom 23 (H): 0.49, atom 24 (H): 0.52

Below is a 2-piece molecular cluster, C5H13NOS overall at a distorted geometry, with properties calculated with ωB97M-V with the def2-TZVPD basis set.

Results
SMILES string: CC(N)=O.CCSC
HOMO-LUMO gap: 9.465 eV
Net charge: 0
HOMO level: -8.8 eV
DFT total energy: -19769.00229 eV
Spin multiplicity: 1
Relative energy (zero: lowest compared OMol25 entry of this formula, charge and spin): 2.3 kcal per mole

Structure (XYZ):
```
21
C5H13NOS ωB97M-V with the def2-TZVPD basis set
C -1.361 0.275 2.854
C -1.634 -1.088 2.250
N -1.375 -1.165 0.912
O -2.052 -2.022 2.894
H -2.097 1.005 2.508
H -0.391 0.705 2.580
H -1.367 0.238 3.942
H -1.536 -2.076 0.511
H -0.838 -0.483 0.413
C 1.162 1.572 -0.847
C 0.123 1.132 -1.877
S 0.833 -0.060 -3.071
C 1.689 -1.255 -2.037
H 1.680 0.749 -0.381
H 0.724 2.211 -0.066
H 1.883 2.252 -1.298
H -0.703 0.661 -1.336
H -0.225 1.969 -2.451
H 2.540 -0.863 -1.494
H 1.007 -1.687 -1.294
H 1.936 -2.070 -2.712
```

Need the natural (NBO) charges? In units of e they are: atom 1 (C): -0.72, atom 2 (C): 0.67, atom 3 (N): -0.84, atom 4 (O): -0.60, atom 5 (H): 0.23, atom 6 (H): 0.22, atom 7 (H): 0.24, atom 8 (H): 0.40, atom 9 (H): 0.39, atom 10 (C): -0.63, atom 11 (C): -0.51, atom 12 (S): 0.19, atom 13 (C): -0.76, atom 14 (H): 0.21, atom 15 (H): 0.21, atom 16 (H): 0.22, atom 17 (H): 0.19, atom 18 (H): 0.23, atom 19 (H): 0.21, atom 20 (H): 0.21, atom 21 (H): 0.24

Below is a 2-piece molecular cluster, C5H13NOS overall at a distorted geometry, with properties calculated with ωB97M-V with the def2-TZVPD basis set.

Results
HOMO-LUMO gap: 7.959 eV
Net charge: 0
HOMO level: -8.6 eV
DFT total energy: -19764.73900 eV
Spin multiplicity: 1
Relative energy (zero: lowest compared OMol25 entry of this formula, charge and spin): 100.6 kcal per mole

Structure (XYZ):
```
21
C5H13NOS ωB97M-V with the def2-TZVPD basis set
C -0.691 -0.865 -0.487
C -1.503 0.265 -1.129
S -3.212 0.207 -0.586
C -0.579 -0.443 0.933
N 0.536 0.464 1.171
C 1.886 -0.124 1.145
C 2.702 0.451 0.011
O 4.055 -0.002 0.034
H 0.287 -0.977 -0.944
H -1.164 -1.830 -0.597
H -1.048 1.226 -0.828
H -1.402 0.201 -2.213
H -2.311 0.775 1.111
H -1.560 0.173 1.014
H -0.623 -1.259 1.653
H 0.385 0.985 2.026
H 1.800 -1.207 1.057
H 2.393 0.098 2.098
H 2.795 1.548 0.101
H 2.236 0.249 -0.969
H 4.155 -0.761 -0.545
```

Need the natural (NBO) charges? In units of e they are: atom 1 (C): -0.44, atom 2 (C): -0.57, atom 3 (S): -0.10, atom 4 (C): -0.11, atom 5 (N): -0.65, atom 6 (C): -0.25, atom 7 (C): -0.06, atom 8 (O): -0.73, atom 9 (H): 0.21, atom 10 (H): 0.22, atom 11 (H): 0.22, atom 12 (H): 0.24, atom 13 (H): 0.23, atom 14 (H): 0.05, atom 15 (H): 0.18, atom 16 (H): 0.37, atom 17 (H): 0.18, atom 18 (H): 0.20, atom 19 (H): 0.18, atom 20 (H): 0.16, atom 21 (H): 0.47

Below is a 2-piece molecular cluster, C5H13NS overall at a distorted geometry, with properties calculated with ωB97M-V with the def2-TZVPD basis set.

Results
SMILES string: C=CNC.CSC
HOMO-LUMO gap: 8.721 eV
Net charge: 0
HOMO level: -7.8 eV
DFT total energy: -17719.76646 eV
Spin multiplicity: 1
Relative energy (zero: lowest compared OMol25 entry of this formula, charge and spin): 34.2 kcal per mole

Structure (XYZ):
```
20
C5H13NS ωB97M-V with the def2-TZVPD basis set
C -0.398 -1.757 -1.105
C 0.299 -1.819 0.077
N -0.249 -2.439 1.190
C 0.325 -2.180 2.505
H -1.390 -2.143 -1.246
H 0.035 -1.404 -2.043
H 1.279 -1.361 0.300
H -1.271 -2.483 1.146
H -0.373 -2.598 3.277
H 1.299 -2.711 2.615
H 0.519 -1.121 2.675
C 0.915 3.190 -1.780
S 0.840 2.050 -0.308
C -0.929 1.648 -0.294
H 0.258 4.075 -1.723
H 0.814 2.681 -2.770
H 1.964 3.594 -1.753
H -1.187 0.984 0.580
H -1.472 2.571 -0.093
H -1.281 1.223 -1.249
```

Need the natural (NBO) charges? In units of e they are: atom 1 (C): -0.54, atom 2 (C): 0.02, atom 3 (N): -0.62, atom 4 (C): -0.41, atom 5 (H): 0.19, atom 6 (H): 0.21, atom 7 (H): 0.20, atom 8 (H): 0.38, atom 9 (H): 0.21, atom 10 (H): 0.19, atom 11 (H): 0.18, atom 12 (C): -0.74, atom 13 (S): 0.17, atom 14 (C): -0.75, atom 15 (H): 0.22, atom 16 (H): 0.22, atom 17 (H): 0.23, atom 18 (H): 0.23, atom 19 (H): 0.21, atom 20 (H): 0.22

Question: Among the records above, which one has the lowest HOMO level?
Answer: C5H13NO4S